1.
Below is C30H44N8O3Pt as an isolated structure, with properties calculated with ωB97M-V/def2-TZVPD.

CARTESIAN COORDINATES (ANGSTROEM)
Pt -0.76 0.81 -0.78
C 6.33 0.93 -1.81
C 5.72 0.26 -0.57
C 6.19 -1.20 -0.52
C 6.22 0.97 0.70
C 4.22 0.39 -0.62
C 3.62 1.65 -0.52
C 2.25 1.75 -0.47
N 1.44 0.69 -0.56
C 1.98 -0.53 -0.72
C 3.36 -0.70 -0.74
C 1.03 -1.64 -0.87
C 1.39 -2.97 -0.65
C 0.45 -3.99 -0.79
C -0.85 -3.60 -1.12
C -1.13 -2.27 -1.34
N -0.22 -1.30 -1.22
C 0.79 -5.45 -0.60
C 0.06 -5.96 0.66
C 0.31 -6.23 -1.83
C 2.29 -5.70 -0.43
H 7.42 0.89 -1.75
H 6.03 1.97 -1.89
H 6.01 0.41 -2.71
H 7.27 -1.22 -0.41
H 5.94 -1.72 -1.44
H 5.75 -1.72 0.32
H 7.29 0.86 0.79
H 5.74 0.55 1.58
H 6.00 2.04 0.68
H 4.22 2.54 -0.47
H 1.79 2.72 -0.33
H 3.77 -1.69 -0.86
H 2.40 -3.20 -0.37
H -1.64 -4.32 -1.22
H -2.12 -1.97 -1.64
H -1.01 -5.82 0.58
H 0.41 -5.42 1.54
H 0.26 -7.01 0.80
H -0.77 -6.21 -1.93
H 0.61 -7.27 -1.75
H 0.74 -5.82 -2.73
H 2.68 -5.24 0.47
H 2.85 -5.34 -1.29
H 2.47 -6.77 -0.35
N -2.94 1.09 -1.54
C -3.89 0.20 -0.85
C -5.22 0.91 -0.54
C -5.12 1.98 0.57
C -6.00 1.66 1.79
N -5.53 0.47 2.47
C -4.77 0.39 3.56
N -4.19 -0.78 3.83
N -4.60 1.42 4.39
C -3.27 -0.38 0.47
O -3.95 -1.18 1.10
O -2.13 0.03 0.84
H -3.15 2.06 -1.31
H -3.01 0.99 -2.55
H -4.10 -0.67 -1.48
H -5.95 0.16 -0.26
H -5.58 1.36 -1.47
H -5.44 2.94 0.19
H -4.08 2.07 0.89
H -7.02 1.47 1.46
H -6.01 2.51 2.47
H -5.49 -0.35 1.87
H -4.06 -1.43 3.06
H -3.65 -0.91 4.66
H -5.16 2.26 4.31
H -4.13 1.27 5.27
N 0.60 6.20 -2.50
C 0.14 6.41 -1.25
O -0.16 7.49 -0.81
C -0.03 5.17 -0.40
C 0.25 5.25 0.96
C -0.02 4.15 1.76
C -0.58 3.02 1.18
N -0.86 2.95 -0.13
C -0.59 4.00 -0.90
H 0.76 7.00 -3.09
H 0.97 5.31 -2.80
H 0.65 6.16 1.37
H 0.18 4.17 2.82
H -0.82 2.13 1.76
H -0.85 3.92 -1.95

## Properties
electronic energy: -53124.6432 eV
multiplicity: 1
frontier orbital gap (spin up / spin down): 7.300 / 7.288 eV
net charge: +2

Computed Mulliken charges, given in elementary charges:
1. Pt 1.5750
2. C -1.5553
3. C 1.9955
4. C -2.1227
5. C -1.5628
6. C 0.4738
7. C -0.9611
8. C -0.2313
9. N -0.4893
10. C -0.2112
11. C -0.0933
12. C -0.3970
13. C 0.2841
14. C 0.4752
15. C -0.6516
16. C -0.5601
17. N -0.7898
18. C 2.0495
19. C -1.5770
20. C -1.6365
21. C -2.0839
22. H 0.4537
23. H 0.3354
24. H 0.3929
25. H 0.4268
26. H 0.4170
27. H 0.4769
28. H 0.4520
29. H 0.3808
30. H 0.3540
31. H 0.4894
32. H 0.1717
33. H 0.5607
34. H 0.4769
35. H 0.4610
36. H 0.4274
37. H 0.3587
38. H 0.3885
39. H 0.4470
40. H 0.3615
41. H 0.4679
42. H 0.3898
43. H 0.4124
44. H 0.4721
45. H 0.4314
46. N -0.6329
47. C 0.4541
48. C -1.5947
49. C 0.1317
50. C -1.3112
51. N -0.0880
52. C 0.7682
53. N -0.3223
54. N -0.3806
55. C 0.5989
56. O -1.0580
57. O -1.0177
58. H 0.3135
59. H 0.3114
60. H 0.4473
61. H 0.5748
62. H 0.4636
63. H 0.4623
64. H -0.0708
65. H 0.3441
66. H 0.4175
67. H 0.3522
68. H 0.2720
69. H 0.2085
70. H 0.1756
71. H 0.2207
72. N -0.3360
73. C 0.0589
74. O -0.5610
75. C 0.4671
76. C -0.3877
77. C -0.8704
78. C -0.2236
79. N -0.2329
80. C -0.3804
81. H 0.2414
82. H 0.1917
83. H 0.5088
84. H 0.4923
85. H 0.5269
86. H 0.5284


2.
Below is a 10-piece molecular cluster, C30H44O30S overall, with properties calculated with ωB97M-V/def2-TZVPD.

CARTESIAN COORDINATES (ANGSTROEM)
O 2.66 -1.52 6.52
S 2.47 -1.54 5.10
O 3.43 -2.23 4.21
O 0.88 -2.34 4.96
C 0.87 -3.40 4.04
C -0.29 -4.30 4.38
C 2.27 0.05 4.48
H 1.90 -3.89 4.19
H 0.81 -2.88 3.08
H -0.39 -4.87 3.56
H -1.31 -3.81 4.68
H -0.37 -4.85 5.42
H 2.58 0.04 3.40
H 3.02 0.82 4.99
H 1.22 0.50 4.78
C -1.09 -4.32 -4.07
C -2.25 -5.24 -3.99
O -3.01 -4.71 -2.92
C -2.68 -3.52 -2.68
O -3.30 -2.74 -1.82
O -1.54 -3.28 -3.24
H -0.70 -4.05 -4.89
H -0.33 -5.05 -3.52
H -2.00 -6.41 -3.92
H -2.57 -5.13 -4.75
C -3.22 -2.95 2.34
C -3.18 -4.46 1.93
O -2.13 -4.67 1.15
C -1.45 -3.57 1.18
O -0.42 -3.36 0.46
O -1.92 -2.69 1.90
H -3.44 -2.87 3.33
H -4.00 -2.67 1.80
H -4.30 -4.68 1.58
H -3.15 -5.16 2.72
C -0.59 -0.55 -0.51
C -0.32 0.77 -1.35
O 0.09 1.61 -0.27
C 0.16 0.99 0.87
O 0.58 1.59 1.86
O -0.24 -0.24 0.80
H -0.21 -1.43 -0.80
H -1.51 -0.74 -0.68
H -1.40 1.08 -1.94
H 0.42 0.56 -1.95
C -4.28 0.26 -0.35
C -5.54 0.72 0.35
O -5.05 1.89 1.01
C -3.81 2.02 0.89
O -3.09 3.00 1.38
O -3.35 1.12 0.20
H -3.99 0.26 -1.45
H -3.99 -0.71 -0.32
H -5.78 -0.07 1.19
H -6.32 0.80 -0.45
C -0.53 4.29 3.63
C -0.59 4.76 2.18
O 0.50 5.71 2.05
C 0.98 5.95 3.33
O 2.14 6.52 3.57
O 0.16 5.37 4.17
H 0.24 3.45 3.34
H -1.56 4.01 3.93
H -1.54 5.18 2.18
H -0.43 3.92 1.49
C -2.89 3.37 -4.87
C -2.56 2.79 -3.50
O -2.95 1.40 -3.59
C -3.55 1.23 -4.70
O -4.02 0.09 -5.01
O -3.59 2.22 -5.46
H -2.18 3.81 -5.61
H -3.65 4.14 -4.88
H -3.15 3.10 -2.70
H -1.68 2.89 -3.19
C 4.39 -2.25 0.58
C 3.48 -3.04 -0.37
O 3.33 -2.18 -1.32
C 3.62 -0.91 -0.98
O 3.29 0.07 -1.75
O 4.19 -0.92 0.18
H 5.38 -2.49 0.59
H 4.19 -2.30 1.65
H 2.51 -3.23 0.06
H 4.11 -4.03 -0.68
C 4.38 3.12 0.80
C 3.86 2.74 2.25
O 5.03 2.56 2.89
C 6.08 3.14 2.12
O 7.18 3.32 2.52
O 5.68 3.47 1.02
H 3.74 3.92 0.15
H 4.37 2.15 0.20
H 3.11 1.86 2.27
H 3.54 3.67 2.71
C 2.62 2.03 -4.23
C 2.46 2.63 -5.61
O 1.31 2.02 -6.09
C 0.85 1.19 -5.18
O -0.14 0.52 -5.40
O 1.56 1.16 -4.17
H 2.59 2.58 -3.38
H 3.71 1.57 -4.17
H 3.14 2.51 -6.37
H 2.47 3.77 -5.51

## Properties
electronic energy: -104066.0341 eV
multiplicity: 1
frontier orbital gap: 9.976 eV
structure (SMILES): CCOS(C)(=O)=O.O=C1OCCO1.O=C1OCCO1.O=C1OCCO1.O=C1OCCO1.O=C1OCCO1.O=C1OCCO1.O=C1OCCO1.O=C1OCCO1.O=C1OCCO1

Mulliken population analysis, charges in e, atoms 1 to 99:
1. O -0.6185
2. S 1.0858
3. O -0.6100
4. O -0.4668
5. C 0.4742
6. C -1.2161
7. C -0.3813
8. H 0.3750
9. H -0.1329
10. H 0.4602
11. H 0.0702
12. H 0.3623
13. H -0.1413
14. H 0.3804
15. H 0.3268
16. C -0.3471
17. C -0.8874
18. O -0.3131
19. C 0.5355
20. O -0.5697
21. O -0.0330
22. H 0.5397
23. H 0.1829
24. H 0.3314
25. H 0.5458
26. C -0.5507
27. C -0.4977
28. O -0.2882
29. C 0.7383
30. O -0.7236
31. O -0.0437
32. H 0.3630
33. H 0.4238
34. H 0.2989
35. H 0.3754
36. C -1.6986
37. C 1.1498
38. O -0.3586
39. C 0.3846
40. O -0.3823
41. O 0.0045
42. H 1.2030
43. H 0.2924
44. H -0.7843
45. H 0.4608
46. C 0.1152
47. C -0.2216
48. O -0.3457
49. C 0.4827
50. O -0.6417
51. O 0.1045
52. H 0.0038
53. H -0.1307
54. H 0.2275
55. H 0.3206
56. C -0.1499
57. C 0.1704
58. O -0.3591
59. C 0.6287
60. O -0.6097
61. O -0.3682
62. H 0.0700
63. H 0.3719
64. H 0.4256
65. H -0.1928
66. C -0.3275
67. C -0.7743
68. O -0.2149
69. C 0.6120
70. O -0.6953
71. O -0.3407
72. H 0.2650
73. H 0.2666
74. H 0.3923
75. H 0.5954
76. C -0.3120
77. C 0.1497
78. O -0.3088
79. C 0.7149
80. O -0.5406
81. O -0.3539
82. H 0.2863
83. H 0.0926
84. H 0.0563
85. H 0.2490
86. C -0.1143
87. C 0.7541
88. O -0.3625
89. C 0.5405
90. O -0.5600
91. O -0.2778
92. H 0.2024
93. H 0.0959
94. H -0.5274
95. H 0.1891
96. C -0.3036
97. C -0.3391
98. O -0.3805
99. C 0.4813


3.
Below is C30H45BN3PbSe2Te2 as an isolated structure, with properties calculated with ωB97M-V/def2-TZVPD.

CARTESIAN COORDINATES (ANGSTROEM)
Pb -0.47 -0.32 -0.47
Se 1.17 -0.92 1.65
Te 1.94 1.40 2.21
Te -0.52 2.38 2.62
Se -1.26 2.24 0.23
C -3.58 -3.34 -0.61
C -2.82 -2.22 0.11
C -3.82 -1.13 0.52
C -2.17 -2.81 1.38
N -1.85 -1.76 -0.86
H -4.37 -3.76 0.02
H -2.89 -4.14 -0.89
H -4.02 -2.95 -1.53
H -4.58 -1.52 1.20
H -4.30 -0.73 -0.36
H -3.30 -0.31 1.02
H -2.92 -3.24 2.06
H -1.63 -2.03 1.92
H -1.46 -3.59 1.11
C 3.02 -3.95 -2.59
C 1.78 -3.28 -1.99
C 1.48 -3.81 -0.59
C 0.57 -3.43 -2.90
C 0.00 -4.69 -3.04
C -1.13 -4.87 -3.81
C -1.72 -3.77 -4.41
C -1.19 -2.49 -4.30
C -1.96 -1.36 -4.96
C -1.32 -0.90 -6.27
C -2.27 -0.18 -4.04
C -0.01 -2.34 -3.56
N 0.65 -1.07 -3.48
B 0.77 -0.15 -2.39
N 1.73 0.82 -2.84
C 2.18 0.44 -4.10
C 1.54 -0.69 -4.48
C 2.39 1.85 -2.10
C 1.86 3.14 -2.04
C 2.52 4.07 -1.24
C 3.70 3.76 -0.58
C 4.24 2.50 -0.72
C 3.60 1.52 -1.46
C 4.25 0.16 -1.63
C 5.44 0.26 -2.59
C 4.69 -0.45 -0.30
C 0.70 3.70 -2.85
C 1.27 4.61 -3.95
C -0.31 2.75 -3.49
H 3.89 -3.78 -1.95
H 3.24 -3.56 -3.59
H 2.88 -5.03 -2.68
H 2.01 -2.22 -1.89
H 1.40 -4.90 -0.60
H 0.54 -3.40 -0.22
H 2.28 -3.54 0.10
H 0.45 -5.53 -2.53
H -1.57 -5.85 -3.91
H -2.64 -3.90 -4.97
H -2.93 -1.81 -5.22
H -0.39 -0.37 -6.08
H -1.99 -0.21 -6.79
H -1.12 -1.74 -6.93
H -1.43 0.50 -3.97
H -2.53 -0.52 -3.04
H -3.12 0.39 -4.45
H 2.92 1.01 -4.63
H 1.65 -1.26 -5.39
H 2.10 5.07 -1.15
H 4.19 4.51 0.03
H 5.18 2.26 -0.22
H 3.52 -0.51 -2.08
H 6.21 0.92 -2.18
H 5.14 0.67 -3.56
H 5.88 -0.72 -2.76
H 5.48 0.14 0.17
H 5.10 -1.45 -0.47
H 3.86 -0.53 0.39
H 0.14 4.33 -2.15
H 1.84 4.01 -4.67
H 1.94 5.37 -3.55
H 0.47 5.11 -4.50
H 0.13 2.17 -4.30
H -1.13 3.34 -3.91
H -0.74 2.07 -2.76

## Properties
electronic energy: -187518.4869 eV
multiplicity: 1
frontier orbital gap: 6.255 eV
net charge: -1

Computed Mulliken charges, given in elementary charges:
1. Pb 1.7837
2. Se -0.4475
3. Te -0.1635
4. Te -0.1718
5. Se -0.5780
6. C -1.7384
7. C 1.3309
8. C -1.6236
9. C -1.4043
10. N 0.0638
11. H 0.4276
12. H 0.3141
13. H 0.3057
14. H 0.4261
15. H 0.2932
16. H 0.2521
17. H 0.4552
18. H 0.2076
19. H 0.2281
20. C -1.7803
21. C 2.8703
22. C -1.2083
23. C 0.5148
24. C -0.4491
25. C -1.5508
26. C -1.2187
27. C 0.5846
28. C 0.5309
29. C -1.6521
30. C -1.0983
31. C -0.0738
32. N 0.9149
33. B 0.1013
34. N 0.5707
35. C -0.6735
36. C -1.5181
37. C 0.1298
38. C 0.2810
39. C -0.8674
40. C -1.5402
41. C -0.3009
42. C 0.2806
43. C 2.1656
44. C -1.6872
45. C -1.3454
46. C 0.7100
47. C -1.5408
48. C -1.0593
49. H 0.4060
50. H 0.3901
51. H 0.3672
52. H -1.5837
53. H 0.3366
54. H -0.1767
55. H 0.4605
56. H 0.3362
57. H 0.3571
58. H 0.3467
59. H 0.7274
60. H 0.2725
61. H 0.4387
62. H 0.3541
63. H 0.0434
64. H -0.0145
65. H 0.6039
66. H 0.5357
67. H 0.5834
68. H 0.5239
69. H 0.3504
70. H 0.3159
71. H -0.9592
72. H 0.3509
73. H 0.3026
74. H 0.4278
75. H 0.3483
76. H 0.4322
77. H 0.0918
78. H 0.5259
79. H 0.3115
80. H 0.4371
81. H 0.4192
82. H 0.2351
83. H 0.3362
84. H -0.2856


4.
Below is C30H45BN6PdS3Se as an isolated structure, with properties calculated with ωB97M-V/def2-TZVPD.

CARTESIAN COORDINATES (ANGSTROEM)
Pd -0.97 0.75 -0.03
C -4.13 -2.11 -2.49
C -4.03 -1.25 -1.22
C -5.41 -1.13 -0.58
C -3.11 -1.91 -0.21
N -3.59 0.11 -1.60
C -4.49 1.15 -1.76
C -3.82 2.26 -2.07
N -2.48 1.98 -2.15
B -1.44 3.12 -2.01
N -0.07 2.71 -2.68
C -0.01 2.70 -4.06
C 1.09 2.04 -4.44
N 1.74 1.61 -3.30
C 0.99 2.01 -2.21
S 1.47 1.90 -0.59
C 2.94 0.73 -3.34
C 2.70 -0.58 -2.58
C 4.15 1.47 -2.76
C 3.24 0.37 -4.79
N -1.24 3.54 -0.54
C -0.37 4.58 -0.27
C 0.04 4.50 1.00
N -0.55 3.38 1.59
C -1.38 2.77 0.62
S -2.89 2.04 1.07
C -0.12 2.99 2.96
C 1.41 2.97 3.00
C -0.59 1.61 3.43
C -0.67 4.06 3.91
C -2.29 0.63 -1.84
S -1.06 -0.34 -2.59
H -4.44 -3.13 -2.24
H -3.16 -2.13 -2.98
H -4.86 -1.68 -3.19
H -5.69 -2.10 -0.17
H -6.18 -0.83 -1.30
H -5.38 -0.41 0.24
H -3.60 -2.79 0.21
H -2.87 -1.23 0.60
H -2.18 -2.23 -0.68
H -5.55 1.02 -1.62
H -4.18 3.27 -2.20
H -1.84 4.08 -2.63
H -0.78 3.17 -4.64
H 1.46 1.85 -5.43
H 2.50 -0.41 -1.53
H 3.60 -1.21 -2.65
H 1.85 -1.12 -3.00
H 3.95 1.73 -1.72
H 4.34 2.39 -3.31
H 5.04 0.84 -2.80
H 2.39 -0.13 -5.25
H 4.09 -0.31 -4.81
H 3.50 1.26 -5.39
H -0.11 5.29 -1.03
H 0.71 5.14 1.54
H 1.78 2.26 2.25
H 1.75 2.63 3.98
H 1.85 3.95 2.80
H -0.41 0.86 2.66
H -1.65 1.61 3.67
H -0.02 1.32 4.31
H -0.30 5.05 3.62
H -0.35 3.86 4.94
H -1.76 4.07 3.87
C 3.09 -6.52 3.97
C 2.51 -5.28 3.32
C 3.11 -4.04 3.48
C 2.60 -2.90 2.87
C 3.29 -1.58 3.10
C 1.45 -2.97 2.04
Se 0.84 -1.41 1.14
C 0.84 -4.24 1.90
C -0.40 -4.42 1.07
C 1.37 -5.35 2.54
H 4.01 -6.29 4.50
H 3.31 -7.29 3.22
H 2.39 -6.96 4.69
H 4.00 -3.95 4.10
H 4.25 -1.72 3.61
H 2.66 -0.92 3.70
H 3.44 -1.06 2.15
H -0.48 -3.60 0.36
H -1.30 -4.41 1.70
H -0.38 -5.37 0.53
H 0.88 -6.32 2.41

## Properties
electronic energy: -142793.9762 eV
multiplicity: 1
frontier orbital gap: 5.074 eV
net charge: -2

Computed Mulliken charges, given in elementary charges:
1. Pd 0.6840
2. C -1.6614
3. C 1.6908
4. C -2.1763
5. C -1.6293
6. N 0.6269
7. C -0.0831
8. C -1.2461
9. N 0.3000
10. B 0.4284
11. N 0.2766
12. C -1.2921
13. C -0.0950
14. N 0.3962
15. C 0.0061
16. S -0.2233
17. C 1.5312
18. C -1.3895
19. C -1.6137
20. C -2.2947
21. N 0.3742
22. C -1.2201
23. C -0.1306
24. N 0.5012
25. C -0.4028
26. S -0.3423
27. C 1.3772
28. C -1.5021
29. C -1.7150
30. C -1.7563
31. C -0.6163
32. S -0.3367
33. H 0.4310
34. H 0.2437
35. H 0.3834
36. H 0.4547
37. H 0.4855
38. H 0.4098
39. H 0.5940
40. H 0.1547
41. H 0.3218
42. H 0.3979
43. H 0.4882
44. H -0.2860
45. H 0.4862
46. H 0.4648
47. H 0.2055
48. H 0.4909
49. H 0.2352
50. H 0.2678
51. H 0.3763
52. H 0.4469
53. H 0.4668
54. H 0.4648
55. H 0.4490
56. H 0.4670
57. H 0.4667
58. H 0.1866
59. H 0.5229
60. H 0.3631
61. H 0.1925
62. H 0.3715
63. H 0.4723
64. H 0.3520
65. H 0.4528
66. H 0.3406
67. C -1.4585
68. C 0.8574
69. C -1.0152
70. C 0.7386
71. C -1.5094
72. C 0.0288
73. Se -0.3515
74. C 0.9860
75. C -1.4837
76. C -0.8233
77. H 0.3232
78. H 0.3150
79. H 0.2918
80. H 0.1659
81. H 0.3492
82. H 0.2277
83. H 0.2200
84. H 0.0839
85. H 0.2917
86. H 0.3573
87. H 0.3178